The following is a quantum chemistry calculation of a cluster of 10 separate species, C54H66O6S3 in total at a distorted geometry, from the Open Molecules 2025 dataset.

Its calculated total energy is -3743.1166 Ha. As for the SMILES: O=S1(=O)CCCC1.O=S1(=O)CCCC1.O=S1(=O)CCCC1.c1ccccc1.c1ccccc1.c1ccccc1.c1ccccc1.c1ccccc1.c1ccccc1.c1ccccc1. For the largest force on an atom, the calculation gives 3.143 eV/Å. The LUMO energy comes out at 0.51 eV. The calculation puts the frontier orbital gap at 9.25 eV.

Structure (XYZ):
```
129
Properties=species:S:1:pos:R:3:forces:R:3
O 11.682 6.625 13.319 -0.321 0.989 -0.107
S 11.166 7.892 12.812 -1.361 0.465 0.113
O 10.924 9.038 13.718 0.911 -1.686 -1.396
C 12.110 8.342 11.303 -0.314 0.310 0.110
C 11.099 8.706 10.190 0.369 -0.928 -0.416
C 9.718 8.771 10.748 -0.602 -0.149 0.665
C 9.624 7.667 11.833 -0.206 0.933 0.261
H 12.637 7.454 10.953 0.313 0.130 0.622
H 12.778 9.151 11.599 0.087 -0.081 -0.173
H 11.350 9.629 9.666 0.216 -0.316 -0.106
H 11.017 7.841 9.533 0.831 0.193 -0.569
H 8.921 8.536 10.042 0.228 0.239 -0.376
H 9.629 9.823 11.017 -0.854 -0.282 1.116
H 9.625 6.651 11.440 0.410 0.082 -0.418
H 8.663 7.746 12.341 0.443 0.168 0.775
O 13.334 13.488 19.625 -0.978 -2.162 -0.140
S 12.775 12.122 19.800 -0.517 2.543 0.614
O 13.472 10.976 19.294 0.485 -0.327 -0.538
C 12.449 11.903 21.571 -0.194 1.341 -1.307
C 11.143 12.705 21.789 -0.909 -1.482 -0.010
C 10.202 12.225 20.636 -0.423 0.581 -0.131
C 10.980 12.032 19.334 0.839 -0.278 -0.043
H 13.350 12.245 22.081 -0.160 -0.268 0.155
H 12.266 10.828 21.577 0.018 0.012 0.757
H 10.737 12.408 22.756 -0.178 -0.155 -0.014
H 11.065 13.792 21.814 1.231 0.019 -0.267
H 9.425 12.969 20.457 0.008 0.106 0.122
H 9.661 11.297 20.822 0.259 -0.050 0.493
H 10.738 12.724 18.527 0.281 0.134 0.199
H 10.824 11.019 18.963 0.277 0.048 -0.130
O 11.487 13.134 15.686 -0.020 -0.905 -0.144
S 12.547 12.662 14.814 1.472 1.297 -2.455
O 12.328 12.532 13.338 0.036 -0.262 2.639
C 13.944 13.855 14.990 0.586 -0.649 0.871
C 15.045 13.021 15.717 -0.037 -0.335 -0.716
C 14.970 11.564 15.229 -0.893 0.664 0.245
C 13.508 11.214 15.481 -0.740 0.370 -1.170
H 13.655 14.712 15.597 -0.362 -0.184 0.077
H 14.270 14.271 14.037 -0.145 -0.493 -0.214
H 16.045 13.398 15.502 -0.109 0.350 0.524
H 14.790 12.929 16.773 0.399 0.689 0.237
H 15.574 10.869 15.812 0.249 0.176 -0.072
H 15.241 11.502 14.175 -0.082 -0.252 -0.060
H 13.249 11.230 16.540 0.093 -0.468 0.009
H 13.212 10.334 14.911 -0.473 -0.046 0.406
C 17.536 7.929 13.428 -0.554 -0.694 0.329
C 16.486 7.217 12.827 1.338 0.428 -1.197
C 15.321 6.892 13.472 -0.361 0.164 0.783
C 15.192 7.346 14.765 0.173 0.640 0.641
C 16.251 8.010 15.390 -1.122 -0.064 1.246
C 17.426 8.288 14.769 0.762 0.122 -1.534
H 18.469 8.104 12.913 -0.088 0.098 -0.319
H 16.616 6.985 11.780 -0.031 -0.332 -0.151
H 14.498 6.311 13.083 0.094 0.097 -0.555
H 14.243 7.287 15.277 -0.016 -0.390 0.168
H 16.147 8.308 16.422 -0.215 0.080 0.171
H 18.249 8.824 15.219 -0.069 -0.026 0.397
C 15.189 17.331 14.307 -1.675 0.881 -0.682
C 15.642 16.964 15.519 0.494 -0.110 2.292
C 14.849 17.125 16.671 0.207 -0.052 -0.007
C 13.554 17.639 16.606 1.300 -0.862 0.319
C 13.061 18.000 15.377 0.330 -0.300 0.171
C 13.880 17.853 14.257 -0.537 0.068 -0.847
H 15.837 17.255 13.446 -0.253 0.023 -0.278
H 16.656 16.611 15.633 0.084 -0.184 0.108
H 15.284 16.851 17.621 -0.056 -0.108 0.140
H 12.908 17.678 17.470 0.145 0.117 0.198
H 12.034 18.319 15.469 -0.144 0.275 -1.228
H 13.441 18.102 13.302 0.090 0.130 -0.190
C 18.936 11.562 17.329 1.467 -0.095 -0.284
C 17.995 11.604 18.298 -1.519 -0.142 0.527
C 18.314 11.508 19.638 0.875 -0.450 0.363
C 19.652 11.352 20.022 0.060 -1.326 -0.587
C 20.650 11.155 19.038 -1.494 0.983 -0.020
C 20.260 11.316 17.713 0.408 0.388 -0.440
H 18.623 11.722 16.308 0.310 -0.171 -0.165
H 16.963 11.612 17.979 -0.279 0.310 0.219
H 17.520 11.401 20.363 0.013 0.333 0.171
H 19.875 11.093 21.046 0.076 0.417 0.229
H 21.693 10.972 19.251 -0.054 -0.063 0.285
H 21.044 11.318 16.970 0.008 -0.211 -0.279
C 10.822 16.976 12.324 1.386 -1.836 -0.320
C 10.072 18.092 12.593 -1.323 0.105 1.257
C 9.325 18.105 13.808 1.485 -0.575 0.124
C 9.457 17.006 14.667 -1.060 0.430 -0.751
C 10.131 15.866 14.297 1.827 -0.427 0.220
C 10.977 15.867 13.176 -2.102 0.992 0.678
H 11.359 16.767 11.411 0.089 1.023 -0.494
H 10.022 18.903 11.881 -0.064 0.070 0.004
H 8.770 18.933 14.224 -0.068 0.356 -0.586
H 8.934 16.968 15.611 -0.157 0.257 0.089
H 10.137 15.058 15.013 0.120 -0.271 -0.144
H 11.625 15.039 12.928 -0.113 -0.094 -0.080
C 17.442 13.438 13.147 -0.251 0.108 -0.035
C 18.157 14.326 13.940 1.840 -1.091 -0.366
C 19.418 13.840 14.408 -0.158 0.639 -0.540
C 19.858 12.563 14.109 0.312 0.272 0.819
C 19.054 11.688 13.447 0.589 -0.739 -0.386
C 17.905 12.153 12.903 -1.491 -0.492 -0.158
H 16.496 13.702 12.698 -0.097 0.313 -0.023
H 17.871 15.367 13.991 -0.072 -0.032 0.451
H 20.177 14.424 14.908 -0.445 0.638 0.233
H 20.823 12.180 14.407 0.196 0.399 0.354
H 19.392 10.669 13.327 -0.131 -0.132 -0.269
H 17.307 11.452 12.339 -0.257 0.122 -0.211
C 9.377 15.079 17.751 0.403 -0.646 1.087
C 10.568 15.504 18.344 0.403 0.168 0.825
C 10.624 16.578 19.274 -0.735 -0.513 -1.951
C 9.468 17.305 19.456 -1.465 -0.628 -1.012
C 8.221 16.845 18.871 1.662 0.456 0.517
C 8.181 15.679 18.089 0.046 1.789 0.641
H 9.325 14.161 17.183 0.398 0.054 -0.411
H 11.496 14.985 18.158 0.055 -0.178 -0.280
H 11.549 17.005 19.630 0.223 -0.453 0.162
H 9.624 18.261 19.934 -0.789 0.104 0.313
H 7.342 17.463 18.977 -0.145 -0.091 0.194
H 7.231 15.352 17.692 0.004 -0.123 -0.098
C 13.933 11.678 9.486 -1.985 1.104 -1.776
C 14.678 11.249 10.511 0.359 0.218 1.218
C 15.291 10.037 10.435 1.426 -1.628 -0.047
C 15.128 9.173 9.341 -1.346 0.868 -0.871
C 14.219 9.566 8.327 0.194 1.360 1.357
C 13.654 10.872 8.395 0.035 -2.361 0.072
H 13.429 12.628 9.588 -0.131 0.138 -0.132
H 14.650 11.842 11.414 0.525 0.025 0.188
H 15.953 9.788 11.251 0.009 -0.507 0.120
H 15.540 8.181 9.223 0.384 0.022 0.542
H 13.861 8.867 7.585 0.252 -0.003 -0.210
H 12.801 11.023 7.750 0.234 0.731 -0.349
```
Positions in Å, forces in eV/Å.